[1]
A cluster of 2 separate species, C4H9NO4 in total in a non-equilibrium geometry. Source: the OMol25 dataset; level of theory: ωB97M-V with the def2-TZVPD basis set.

Computed properties:
HOMO level: -0.3353 Ha
relative energy (zero: lowest compared OMol25 entry of this formula, charge and spin): 134.0 kcal/mol

Geometry as ORCA input:
```
! RIJCOSX wB97M-V def2-TZVPD def2/J DEFGRID3
* xyz 0 1
C 0.023 -1.743 0.303
C -1.583 -0.091 -0.485
C 0.319 1.072 1.440
C -0.102 -0.399 -0.368
N 0.659 0.254 -1.168
O 1.983 -0.261 -1.133
O 0.519 1.349 -1.667
O 1.472 0.774 1.515
O -0.340 2.049 0.812
H -0.782 -1.983 1.042
H 1.024 -1.794 0.932
H 0.141 -2.604 -0.501
H -1.653 0.835 -0.073
H -1.821 0.054 -1.570
H -2.314 -0.855 -0.016
H -0.458 0.525 2.120
H 2.629 0.491 -1.274
H 0.283 2.327 0.091
*
```

[2]
A cluster of 2 separate species, C9H17N2S2 in total in a non-equilibrium geometry. Source: the OMol25 dataset; level of theory: ωB97M-V with the def2-TZVPD basis set.

Computed properties:
HOMO level: -0.3990 Ha
relative energy (zero: lowest compared OMol25 entry of this formula, charge and spin): 77.6 kcal/mol

Geometry as ORCA input:
```
! RIJCOSX wB97M-V def2-TZVPD def2/J DEFGRID3
* xyz 1 1
C -2.508 0.689 1.945
C -2.500 -0.840 1.801
C -1.052 -1.263 1.548
N -0.276 -0.037 1.648
N 1.008 -0.114 1.589
C 1.964 0.734 1.731
C -1.059 1.182 1.836
H -3.095 1.158 1.148
H -2.926 1.000 2.909
H -2.876 -1.313 2.713
H -3.118 -1.151 0.957
H -0.703 -2.011 2.280
H -0.923 -1.728 0.553
H 2.754 0.311 2.435
H 1.920 1.779 1.329
H -0.906 1.869 0.982
H -0.720 1.727 2.736
C 7.309 1.310 1.534
C 6.614 2.185 0.516
S 4.819 2.400 0.734
C 4.239 0.841 0.939
S 4.975 -0.231 2.032
C 6.755 -0.092 1.718
H 8.353 1.213 1.226
H 7.302 1.817 2.495
H 6.959 3.226 0.580
H 6.772 1.798 -0.494
H 3.461 0.499 0.242
H 6.946 -0.702 0.830
H 7.206 -0.579 2.598
*
```

[3]
An isolated molecule of C14H12ClN3O5S in a non-equilibrium geometry. Source: the OMol25 dataset; level of theory: ωB97M-V with the def2-TZVPD basis set.

Computed properties:
HOMO level: -0.3619 Ha
relative energy (zero: lowest compared OMol25 entry of this formula, charge and spin): 0.0 kcal/mol

Geometry as ORCA input:
```
! RIJCOSX wB97M-V def2-TZVPD def2/J DEFGRID3
* xyz 0 1
N -4.496 -2.907 0.092
S -5.235 -1.420 -0.208
O -6.222 -1.205 0.809
O -5.619 -1.389 -1.588
C -3.857 -0.323 0.056
C -3.032 -0.007 -1.005
C -1.947 0.823 -0.790
C -1.693 1.329 0.482
C -2.535 0.997 1.536
C -3.626 0.170 1.323
H -4.307 -0.091 2.117
H -2.344 1.393 2.523
C -0.485 2.206 0.697
N 0.746 1.460 0.528
C 1.488 1.554 -0.598
O 1.208 2.294 -1.520
C 2.707 0.682 -0.636
C 3.376 0.258 0.499
C 4.522 -0.524 0.396
C 5.011 -0.904 -0.857
C 4.338 -0.466 -1.996
C 3.213 0.324 -1.886
H 2.703 0.684 -2.767
H 4.714 -0.753 -2.964
Cl 6.382 -1.917 -1.042
N 5.155 -0.911 1.639
O 4.445 -0.926 2.622
O 6.332 -1.179 1.630
H 3.058 0.542 1.492
H 0.936 0.732 1.197
H -0.500 2.645 1.698
H -0.463 3.004 -0.051
H -1.294 1.094 -1.606
H -3.265 -0.401 -1.981
H -4.507 -3.498 -0.724
H -4.907 -3.372 0.885
*
```

[4]
The ion C3NO3 with charge -1 in a non-equilibrium geometry. Source: the OMol25 dataset; level of theory: ωB97M-V with the def2-TZVPD basis set.

Computed properties:
HOMO level (alpha / beta): -0.0332 / -0.2163 Ha
relative energy (zero: lowest compared OMol25 entry of this formula, charge and spin): 5.4 kcal/mol
<S²>: 2.0115

Geometry as ORCA input:
```
! RIJCOSX wB97M-V def2-TZVPD def2/J DEFGRID3
* xyz -1 3
C -0.005 -0.075 1.416
C 0.451 -0.585 -1.419
C -0.452 0.842 0.486
N -0.307 0.077 -0.812
O 0.865 -0.627 1.990
O 0.887 -1.335 -2.212
O -1.310 1.712 0.566
*
```

[5]
An isolated molecule of C5H8O. Source: the OMol25 dataset; level of theory: ωB97M-V with the def2-TZVPD basis set.

Computed properties:
HOMO level: -0.3513 Ha
relative energy (zero: lowest compared OMol25 entry of this formula, charge and spin): 27.9 kcal/mol

Geometry as ORCA input:
```
! RIJCOSX wB97M-V def2-TZVPD def2/J DEFGRID3
* xyz 0 1
C -0.713 -1.308 -0.591
C 0.503 -0.542 -0.069
C 0.638 0.896 -0.560
C -0.299 1.811 -0.326
O -0.571 -0.251 2.070
C 0.453 -0.352 1.438
H -1.644 -0.841 -0.259
H -0.704 -2.334 -0.207
H -0.713 -1.353 -1.684
H 1.419 -1.089 -0.321
H 1.585 1.185 -1.011
H -1.232 1.538 0.163
H -0.161 2.859 -0.571
H 1.440 -0.219 1.928
*
```

[6]
A structure of composition C12H30B2BaF8O6 in a non-equilibrium geometry. Source: the OMol25 dataset; level of theory: ωB97M-V with the def2-TZVPD basis set.

Computed properties:
HOMO level: -0.3603 Ha
relative energy (zero: lowest compared OMol25 entry of this formula, charge and spin): 0.0 kcal/mol

Geometry as ORCA input:
```
! RIJCOSX wB97M-V def2-TZVPD def2/J DEFGRID3
* xyz 0 1
Ba 20.411 -2.658 4.629
B 19.823 0.505 4.284
F 20.389 -0.369 3.273
F 20.074 -0.221 5.481
F 20.450 1.731 4.329
F 18.455 0.596 4.020
B 20.551 -5.713 5.636
F 19.434 -5.179 6.308
F 20.551 -5.212 4.280
F 21.730 -5.212 6.219
F 20.526 -7.093 5.638
C 23.570 -3.094 7.132
O 22.220 -2.734 7.219
C 21.744 -2.519 8.541
C 20.271 -2.812 8.442
O 19.707 -1.931 7.486
C 19.274 -0.696 8.029
H 23.797 -3.378 6.109
H 23.795 -3.947 7.783
H 24.233 -2.263 7.418
H 21.915 -1.464 8.813
H 22.280 -3.111 9.289
H 19.745 -2.792 9.406
H 20.137 -3.841 8.100
H 18.430 -0.338 7.448
H 20.081 0.038 8.043
H 18.933 -0.820 9.065
C 22.627 -4.702 2.323
O 22.367 -3.456 2.946
C 23.556 -2.670 2.969
C 23.390 -1.255 3.472
O 22.923 -1.181 4.810
C 23.176 0.088 5.401
H 22.938 -4.541 1.284
H 21.728 -5.298 2.397
H 23.453 -5.214 2.830
H 23.987 -2.669 1.961
H 24.292 -3.171 3.619
H 22.603 -0.770 2.877
H 24.344 -0.750 3.304
H 23.173 0.879 4.653
H 24.116 0.060 5.959
H 22.374 0.275 6.114
C 17.151 -2.941 5.543
O 17.944 -3.325 4.429
C 17.222 -3.681 3.261
C 18.198 -3.977 2.116
O 19.290 -3.098 1.987
C 19.046 -1.959 1.169
H 17.753 -3.013 6.446
H 16.314 -3.631 5.675
H 16.795 -1.918 5.392
H 16.603 -2.816 3.005
H 16.701 -4.631 3.406
H 17.515 -3.981 1.251
H 18.587 -4.996 2.162
H 18.463 -1.198 1.687
H 18.545 -2.259 0.240
H 20.016 -1.571 0.865
*
```

[7]
A cluster of 4 separate species, C14H37NO11S3Si in total. Source: the OMol25 dataset; level of theory: ωB97M-V with the def2-TZVPD basis set.

Computed properties:
HOMO level: -0.3656 Ha

Geometry as ORCA input:
```
! RIJCOSX wB97M-V def2-TZVPD def2/J DEFGRID3
* xyz 0 1
C 1.546 2.234 1.672
C 0.937 0.839 1.539
C 1.078 0.219 0.152
C 2.514 -0.028 -0.332
Si 3.622 -0.928 0.873
C 4.509 0.292 2.009
O 5.505 -0.425 2.755
N 6.458 0.353 3.408
O 6.273 1.507 3.330
H 0.865 3.006 1.315
H 2.508 2.346 1.171
H 1.732 2.449 2.727
H 1.323 0.170 2.316
H -0.134 0.934 1.733
H 0.578 0.891 -0.552
H 0.528 -0.726 0.111
H 2.454 -0.657 -1.221
H 2.990 0.904 -0.646
H 2.855 -1.887 1.704
H 4.679 -1.669 0.140
H 3.816 0.783 2.698
H 4.990 1.076 1.419
O -2.220 4.295 1.800
S -2.898 3.350 2.633
O -2.553 1.968 2.490
O -4.454 3.560 2.483
C -5.004 3.536 1.132
C -5.085 2.142 0.554
C -2.760 3.818 4.320
H -4.410 4.205 0.511
H -5.991 3.974 1.258
H -4.098 1.716 0.387
H -5.607 2.190 -0.402
H -5.635 1.479 1.221
H -3.014 4.869 4.413
H -1.723 3.644 4.599
H -3.425 3.193 4.911
O 2.217 -0.823 -3.672
S 1.625 -0.436 -4.918
O 0.514 0.462 -4.897
O 1.255 -1.742 -5.725
C 0.471 -2.752 -5.025
C -0.980 -2.366 -4.853
C 2.852 0.179 -6.012
H 0.954 -2.954 -4.069
H 0.580 -3.632 -5.655
H -1.094 -1.513 -4.187
H -1.518 -3.211 -4.424
H -1.427 -2.113 -5.814
H 3.688 -0.515 -6.031
H 3.159 1.143 -5.613
H 2.409 0.296 -6.997
O -0.888 -2.173 -0.855
S -1.029 -3.200 0.134
O -2.285 -3.874 0.247
O -0.585 -2.629 1.536
C -1.209 -1.394 1.994
C -2.610 -1.581 2.528
C 0.255 -4.386 -0.038
H -1.174 -0.669 1.181
H -0.534 -1.050 2.775
H -3.309 -1.876 1.747
H -2.930 -0.624 2.942
H -2.633 -2.339 3.311
H 1.206 -3.865 -0.110
H 0.043 -4.936 -0.952
H 0.229 -5.050 0.821
*
```

[8]
A cluster of 2 separate species, C2H4O2 in total in a non-equilibrium geometry. Source: the OMol25 dataset; level of theory: ωB97M-V with the def2-TZVPD basis set.

Computed properties:
HOMO level: -0.3730 Ha
relative energy (zero: lowest compared OMol25 entry of this formula, charge and spin): 82.2 kcal/mol

Geometry as ORCA input:
```
! RIJCOSX wB97M-V def2-TZVPD def2/J DEFGRID3
* xyz 0 1
O 3.559 5.264 -2.078
C 4.628 5.172 -1.515
H 5.549 4.778 -1.737
H 4.547 5.026 -0.337
O -4.955 -4.542 2.359
C -4.580 -5.021 1.342
H -4.829 -4.735 0.441
H -3.920 -5.941 1.526
*
```

[9]
A cluster of 2 separate species, C5H7N in total in a non-equilibrium geometry. Source: the OMol25 dataset; level of theory: ωB97M-V with the def2-TZVPD basis set.

Computed properties:
HOMO level: -0.3680 Ha
relative energy (zero: lowest compared OMol25 entry of this formula, charge and spin): 62.4 kcal/mol

Geometry as ORCA input:
```
! RIJCOSX wB97M-V def2-TZVPD def2/J DEFGRID3
* xyz 0 1
N -1.876 2.151 -0.130
C -0.954 1.686 0.387
C 0.247 1.363 1.084
C 0.740 0.198 1.468
C -0.280 -1.649 -0.880
C 0.253 -0.644 -1.571
H 0.546 2.212 1.647
H 1.442 0.127 2.301
H 0.180 -0.619 1.079
H 0.254 -2.597 -0.757
H -1.343 -1.631 -0.625
H -0.352 0.229 -1.825
H 1.142 -0.824 -2.176
*
```

[10]
A cluster of 2 separate species, C3H9OS in total. Source: the OMol25 dataset; level of theory: ωB97M-V with the def2-TZVPD basis set.

Computed properties:
HOMO level (alpha / beta): 0.1315 / 0.0072 Ha
relative energy (zero: lowest compared OMol25 entry of this formula, charge and spin): 15.9 kcal/mol
<S²>: 0.7541

Geometry as ORCA input:
```
! RIJCOSX wB97M-V def2-TZVPD def2/J DEFGRID3
* xyz -2 2
C -2.421 1.124 -0.364
O -2.049 -0.210 -0.123
H -1.945 1.496 -1.274
H -2.232 1.736 0.521
H -3.494 1.132 -0.552
C 1.702 -1.126 -0.446
C 1.718 -0.084 0.667
S 0.327 -0.214 1.814
H 1.470 -2.101 -0.031
H 0.955 -0.952 -1.220
H 2.664 -1.245 -0.963
H 1.913 0.902 0.235
H 2.636 -0.262 1.248
H -1.243 -0.196 0.490
*
```

[11]
The ion C2H8NOS2 with charge +1 in a non-equilibrium geometry. Source: the OMol25 dataset; level of theory: ωB97M-V with the def2-TZVPD basis set.

Computed properties:
HOMO level: -0.4704 Ha
relative energy (zero: lowest compared OMol25 entry of this formula, charge and spin): 30.6 kcal/mol

Geometry as ORCA input:
```
! RIJCOSX wB97M-V def2-TZVPD def2/J DEFGRID3
* xyz 1 1
C -0.140 -0.365 -0.838
C 0.645 0.758 -0.078
N -1.521 -0.289 -0.350
O 0.409 0.546 1.256
S 3.114 -0.737 0.455
S 2.446 0.852 -0.638
H -0.218 0.039 -1.911
H 0.284 -1.235 -0.466
H 0.153 1.765 -0.377
H -2.072 -1.116 -0.580
H -1.813 0.652 -0.504
H -1.298 -0.327 0.732
H 0.998 0.992 1.789
H 2.410 -1.781 0.004
*
```

[12]
A cluster of 2 separate species, C2H8FO4PS in total. Source: the OMol25 dataset; level of theory: ωB97M-V with the def2-TZVPD basis set.

Computed properties:
HOMO level: -0.3791 Ha

Geometry as ORCA input:
```
! RIJCOSX wB97M-V def2-TZVPD def2/J DEFGRID3
* xyz 0 1
F 2.589 -1.113 3.236
P 0.900 -1.085 3.201
H 0.910 -2.311 3.875
H 0.937 -1.103 1.807
H 0.958 0.150 3.857
H -0.541 -1.058 3.207
C 0.380 1.202 -2.106
C -1.000 0.990 -2.699
O -1.452 -0.220 -2.073
S -0.901 -0.302 -0.578
O -1.877 0.170 0.335
O -0.291 -1.571 -0.404
O 0.220 0.826 -0.730
H 1.127 0.553 -2.567
H 0.707 2.237 -2.142
H -0.984 0.834 -3.774
H -1.682 1.803 -2.445
*
```